# 1
Here is 2 unconnected molecules or ions with the total composition C5H11O3 from the Open Molecules 2025 dataset. Energies are from wB97M-V/def2-TZVPD.

Output
- Energy relative to the best compared isomer or geometry (same formula, charge and spin): 69.3 kcal/mol
- LUMO energy: 0.140 Ha
- Total charge: -1

Each atom is followed by the atoms it is bonded to, with distances in Å.
Atoms and positions in Å:
1 C 1.392 0.851 0.302  O2 1.427, C3 1.579, H8 1.110, H9 1.068
2 O 1.829 -0.041 1.326  C1 1.427, H15 0.972
3 C -0.049 1.428 0.595  C1 1.579, C4 1.507, H10 1.114, H11 1.098
4 C -1.111 0.546 -0.010  C3 1.507, C5 1.533, H12 1.113, H13 1.084
5 C -1.116 -0.844 0.637  C4 1.533, C6 1.374, H14 1.081
6 C -0.659 -2.023 0.098  C5 1.374, O7 1.263, H16 1.127
7 O -0.770 -3.210 0.514  C6 1.263
8 H 2.008 1.772 0.236  C1 1.110
9 H 1.466 0.314 -0.619  C1 1.068
10 H -0.012 2.442 0.133  C3 1.114
11 H -0.205 1.612 1.666  C3 1.098
12 H -2.080 1.026 0.251  C4 1.113
13 H -1.150 0.492 -1.092  C4 1.084
14 H -1.628 -0.760 1.586  C5 1.081
15 H 1.057 -0.577 1.573  O2 0.972
16 H -0.127 -2.069 -0.894  C6 1.127
17 H -0.014 0.235 -2.404  O19 0.954
18 H 0.469 -0.795 -1.512  O19 0.988
19 O 0.700 -0.397 -2.386  H17 0.954, H18 0.988

# 2
Here is 2 unconnected molecules or ions with the total composition C5H11O3 from the Open Molecules 2025 dataset. Energies are from wB97M-V/def2-TZVPD.

Output
- Energy relative to the best compared isomer or geometry (same formula, charge and spin): 64.4 kcal/mol
- LUMO energy: 0.149 Ha
- Total charge: -1

Each atom is followed by the atoms it is bonded to, with distances in Å.
Atoms and positions in Å:
1 C -0.787 0.780 2.103  C2 1.583, O3 1.321, H4 1.031, H5 1.105
2 C -1.879 0.599 0.972  C1 1.583, H6 1.136, H8 1.038, H9 1.126
3 O -0.030 -0.302 2.064  C1 1.321, H7 1.086
4 H -0.373 1.711 1.943  C1 1.031
5 H -1.141 0.860 3.147  C1 1.105
6 H -1.508 0.844 -0.074  C2 1.136
7 H 0.571 -0.253 1.162  O3 1.086
8 H -2.675 1.265 0.998  C2 1.038
9 H -2.347 -0.389 0.705  C2 1.126
10 C 1.567 -0.597 -1.698  C11 1.554, C12 1.679, H15 1.076, H16 1.055
11 C 0.740 -1.695 -0.974  C10 1.554, H17 1.216, H18 1.106, H19 1.112
12 C 0.934 0.930 -1.403  C10 1.679, O13 1.225, O14 1.275
13 O 1.134 1.781 -2.260  C12 1.225
14 O 0.428 1.085 -0.243  C12 1.275
15 H 2.626 -0.410 -1.702  C10 1.076
16 H 1.352 -0.655 -2.729  C10 1.055
17 H 0.301 -1.138 0.014  C11 1.216
18 H 1.292 -2.525 -0.494  C11 1.106
19 H -0.203 -1.891 -1.531  C11 1.112

no.,HOMO energy (eV)
1,-2.8
2,-4.4